1.
Below is a structure of composition C32H36BN3O2SY in a non-equilibrium geometry, with properties calculated with ωB97M-V with the def2-TZVPD basis set.

Geometry as XYZ:
```
76
Properties=species:S:1:pos:R:3:mulliken_charge:R:1
Y 0.051 0.080 -0.100 -0.107
C -2.259 0.250 1.902 -0.416
C -2.182 1.546 1.391 -0.444
C -1.075 2.342 1.653 -0.224
C -0.041 1.864 2.456 -0.431
C -0.140 0.591 3.008 -0.516
C -1.240 -0.217 2.726 -0.632
H -3.116 -0.373 1.680 0.436
H -2.982 1.927 0.769 0.510
H -0.996 3.332 1.225 0.374
H 0.822 2.486 2.647 0.408
H 0.640 0.219 3.658 0.756
H -1.291 -1.213 3.145 0.410
C -2.542 3.406 -2.000 -1.290
C -1.418 2.686 -1.558 -0.328
N -1.415 1.373 -1.446 -0.025
C -2.529 0.668 -1.819 0.753
C -3.714 1.311 -2.216 1.314
C -3.688 2.721 -2.298 -0.753
C -4.852 0.526 -2.528 -0.978
C -4.767 -0.833 -2.447 -1.018
C -3.565 -1.487 -2.090 -0.572
C -2.431 -0.766 -1.790 -0.416
N -1.168 -1.254 -1.471 0.540
C -0.607 -2.303 -2.171 0.380
C -1.129 -3.062 -3.198 -0.887
C -0.370 -4.056 -3.859 -1.133
C 0.939 -4.284 -3.565 -1.038
C 1.565 -3.453 -2.600 1.114
C 2.953 -3.488 -2.360 -0.568
C 3.534 -2.570 -1.526 -1.550
C 2.706 -1.626 -0.903 -0.748
N 1.398 -1.599 -1.065 0.610
C 0.804 -2.486 -1.918 -0.076
H -2.490 4.482 -2.079 0.501
H -0.506 3.198 -1.266 0.792
H -4.581 3.247 -2.612 0.464
H -5.769 1.018 -2.826 0.428
H -5.636 -1.438 -2.672 0.400
H -3.554 -2.565 -2.036 0.790
H -2.147 -2.924 -3.526 0.580
H -0.860 -4.638 -4.629 0.398
H 1.523 -5.037 -4.077 0.439
H 3.556 -4.228 -2.874 0.470
H 4.600 -2.547 -1.357 0.496
H 3.134 -0.858 -0.272 0.987
C 3.065 -1.605 2.678 -0.963
S 1.391 -2.052 2.203 0.288
C 1.648 -3.706 1.558 -0.933
H 3.759 -1.726 1.846 0.241
H 3.406 -2.206 3.519 0.428
H 3.070 -0.556 2.974 0.297
H 1.965 -4.378 2.353 0.452
H 2.381 -3.720 0.753 0.198
H 0.694 -4.056 1.167 0.323
C 3.381 2.483 -3.150 -1.966
C 3.701 2.532 -1.663 1.433
C 5.194 2.392 -1.439 -1.946
O 3.029 1.387 -1.060 -0.083
B 1.815 1.803 -0.536 1.389
O 1.738 3.190 -0.557 -0.691
C 3.044 3.728 -0.924 1.608
C 2.833 4.963 -1.777 -1.911
C 3.741 4.095 0.378 -1.970
H 3.724 1.530 -3.552 0.476
H 3.881 3.283 -3.698 0.401
H 2.308 2.564 -3.329 0.234
H 5.572 1.534 -1.995 0.444
H 5.430 2.252 -0.387 0.362
H 5.725 3.277 -1.797 0.374
H 2.205 4.750 -2.641 0.368
H 3.786 5.357 -2.135 0.346
H 2.353 5.743 -1.187 0.471
H 3.874 3.219 1.015 0.268
H 3.126 4.819 0.914 0.507
H 4.720 4.544 0.208 0.359
```

Computed properties:
HOMO (eV): -9.7
Net charge: +1
Multiplicity: 1
Max |F| (eV/Å): 1.47
ΔE to the lowest compared entry with this formula, charge and spin (eV): 0.486



2.
Below is a structure of composition C32H36Br2NOPSn, with properties calculated with ωB97M-V with the def2-TZVPD basis set.

Geometry as XYZ:
```
74
Properties=species:S:1:pos:R:3:mulliken_charge:R:1
Sn 2.077 -0.906 -1.001 0.620
Br 0.869 2.167 -4.710 -0.102
C 0.213 0.436 -4.415 0.444
C -0.523 -0.217 -5.427 -0.415
C -1.067 -1.446 -5.209 0.039
Br -2.118 -2.238 -6.550 -0.137
C -0.859 -2.111 -3.977 0.896
C -1.382 -3.381 -3.633 -0.753
C -1.127 -3.919 -2.401 -1.195
C -0.302 -3.221 -1.511 0.090
N 0.221 -2.050 -1.813 0.190
C -0.072 -1.463 -3.006 0.486
C 0.431 -0.150 -3.194 -0.482
O 1.019 0.477 -2.164 -0.623
H -0.668 0.281 -6.378 0.485
H -1.989 -3.917 -4.353 0.395
H -1.531 -4.880 -2.116 0.477
H -0.067 -3.630 -0.536 0.312
C -5.783 0.313 -0.216 -0.538
C -5.278 -0.369 -1.314 -0.705
C -3.995 -0.100 -1.768 -0.363
C -3.219 0.855 -1.122 0.631
C -3.722 1.532 -0.009 -0.340
C -5.001 1.260 0.440 -0.795
C -1.860 1.113 -1.645 -0.200
C -0.964 1.912 -1.183 0.300
C -0.229 2.972 -0.720 0.091
C 0.658 2.836 0.376 0.747
C 1.278 3.943 0.886 -0.810
C 1.041 5.200 0.310 -0.513
C 0.191 5.349 -0.783 -0.909
C -0.437 4.243 -1.307 -0.385
H -6.793 0.118 0.123 0.417
H -5.887 -1.105 -1.826 0.437
H -3.606 -0.628 -2.635 0.464
H -3.113 2.275 0.498 0.422
H -5.397 1.794 1.295 0.431
H -1.568 0.506 -2.507 -0.002
H 0.812 1.854 0.798 0.152
H 1.942 3.863 1.738 0.446
H 1.537 6.070 0.721 0.456
H 0.023 6.326 -1.215 0.468
H -1.091 4.328 -2.168 0.575
C 3.635 1.450 1.561 -1.395
C 2.612 0.867 2.554 0.681
C 3.269 0.543 3.897 -1.539
P 1.715 -0.542 1.766 -0.134
C 0.001 -0.465 2.461 0.400
C -1.037 -1.036 1.475 -1.023
C -0.143 -1.073 3.856 -1.489
C 2.496 -2.096 2.356 0.591
C 3.949 -2.204 1.860 -1.442
C 1.696 -3.299 1.832 -1.378
H 4.129 2.324 1.992 0.514
H 3.170 1.758 0.625 0.276
H 4.416 0.722 1.327 0.250
H 1.829 1.611 2.725 0.540
H 4.103 -0.151 3.787 0.284
H 2.566 0.130 4.620 0.286
H 3.671 1.466 4.321 0.477
H -0.182 0.610 2.538 0.584
H -1.097 -2.126 1.544 0.223
H -0.811 -0.772 0.440 -0.157
H -2.030 -0.643 1.706 0.530
H 0.059 -2.144 3.862 0.290
H -1.169 -0.930 4.202 0.461
H 0.515 -0.594 4.582 0.333
H 2.485 -2.086 3.446 0.666
H 3.999 -2.239 0.775 0.215
H 4.389 -3.132 2.228 0.493
H 4.582 -1.386 2.202 0.291
H 1.684 -3.312 0.738 0.137
H 0.666 -3.315 2.185 0.242
H 2.170 -4.225 2.161 0.587
```

Computed properties:
HOMO (eV): -13.3
Net charge: +2
Multiplicity: 1
Max |F| (eV/Å): 0.57



3.
Below is a structure of composition C32H36BrIrN6O2PSi, with properties calculated with ωB97M-V with the def2-TZVPD basis set.

Geometry as XYZ:
```
80
Properties=species:S:1:pos:R:3:mulliken_charge:R:1
Ir 0.004 -0.618 -0.541 3.022
N 0.470 -2.763 -1.163 -0.505
N 1.512 -2.719 -2.101 -0.187
C 2.102 -1.500 -2.442 0.428
O 3.076 -1.493 -3.159 -0.681
O 1.480 -0.439 -1.996 -1.053
H 0.766 -3.243 -0.316 0.067
H -0.325 -3.262 -1.553 0.294
H 2.042 -3.559 -2.277 0.246
N -1.402 2.306 -0.796 0.344
P -1.073 1.217 0.500 0.581
C -2.691 0.840 1.200 0.507
C -3.356 -0.302 0.753 -0.311
C -4.635 -0.587 1.202 -0.888
C -5.254 0.267 2.105 -0.568
C -4.598 1.407 2.555 -0.794
C -3.321 1.697 2.104 -0.468
C -0.217 2.243 1.692 0.525
C -0.124 1.763 3.000 -0.746
C 0.623 2.455 3.938 -0.788
C 1.277 3.627 3.578 -0.606
C 1.189 4.104 2.279 -0.772
C 0.452 3.409 1.331 -0.604
C -1.697 1.837 -2.050 0.288
C -2.326 2.760 -2.968 -1.058
C -2.745 2.292 -4.209 -0.595
C -2.491 0.999 -4.565 -0.953
C -1.721 0.103 -3.653 -1.168
N -1.400 0.606 -2.349 0.286
H -1.752 3.229 -0.576 0.408
H -2.868 -0.973 0.052 0.301
H -5.147 -1.476 0.858 0.443
H -6.250 0.044 2.462 0.433
H -5.083 2.068 3.260 0.457
H -2.814 2.583 2.463 0.462
H -0.642 0.855 3.287 0.652
H 0.690 2.086 4.953 0.456
H 1.852 4.172 4.315 0.453
H 1.698 5.017 2.000 0.450
H 0.419 3.774 0.312 0.407
H -2.491 3.783 -2.664 0.505
H -3.279 2.951 -4.881 0.475
H -2.823 0.587 -5.509 0.552
H -2.249 -0.842 -3.532 0.644
Br -1.427 -2.882 -4.677 -0.075
C -0.205 -1.483 -4.928 0.589
C 0.941 -1.723 -5.657 -0.566
C 1.874 -0.711 -5.806 -0.359
C 1.641 0.527 -5.225 -0.682
C 0.484 0.711 -4.518 0.129
N -0.429 -0.272 -4.379 0.486
H 1.100 -2.705 -6.077 0.479
H 2.784 -0.896 -6.359 0.427
H 2.357 1.331 -5.296 0.446
H 0.242 1.640 -4.024 0.432
C 1.604 -3.967 2.064 -1.466
Si 0.563 -2.461 2.482 0.649
C -1.225 -2.718 1.979 -0.876
C 0.574 -2.053 4.305 -1.510
N 1.206 -1.136 1.455 -0.175
C 2.317 -0.446 1.709 0.804
C 3.130 -0.695 2.863 -0.528
C 4.264 0.034 3.107 -0.995
C 4.656 1.045 2.225 -0.562
C 3.901 1.304 1.077 -1.112
C 2.765 0.582 0.819 -0.046
H 1.936 -4.463 2.977 0.411
H 2.500 -3.701 1.501 0.408
H 1.047 -4.718 1.497 0.438
H -1.508 -3.764 2.114 0.562
H -1.442 -2.452 0.940 0.069
H -1.893 -2.122 2.603 0.263
H -0.287 -2.531 4.777 0.470
H 0.494 -0.978 4.483 0.354
H 1.464 -2.413 4.819 0.490
H 2.852 -1.487 3.545 0.337
H 4.864 -0.178 3.982 0.469
H 5.550 1.620 2.425 0.456
H 4.220 2.073 0.387 0.481
H 2.201 0.782 -0.085 0.362
```

Computed properties:
HOMO (alpha / beta) (eV): -12.4 / -14.1
Net charge: +2
Multiplicity: 6
Max |F| (eV/Å): 0.76
ΔE to the lowest compared entry with this formula, charge and spin (eV): 0.000
<S²>: 8.8305